No. 1
# C5H6N2OS3

The molecule C5H6N2OS3 (ωB97M-V/def2-TZVPD, OMol25).

Geometry (Å):
C 0.37 2.72 -2.63
S -0.95 1.46 -3.14
C -0.89 0.05 -2.01
N -0.47 0.31 -0.79
C -0.50 -0.80 -0.04
N -0.04 -0.48 1.15
C 0.22 -1.52 2.03
C 0.58 -1.11 3.45
O 0.23 -2.75 1.73
S -1.16 -2.23 -0.78
S -1.18 -1.53 -2.71
H 0.16 3.52 -3.31
H 0.29 2.97 -1.64
H 1.40 2.38 -2.67
H -0.19 -0.45 3.86
H 1.51 -0.53 3.45
H 0.65 -2.00 4.07

Values from the calculation:
Gap between HOMO and LUMO: 0.30923 Ha
Charge: 0
Multiplicity: 1
Energy relative to the best compared isomer or geometry (same formula, charge and spin): 0.000 eV
SMILES string: CSc1n/c(=N/C(C)=O)ss1


No. 2
# C5H6N2S

The molecule C5H6N2S (ωB97M-V/def2-TZVPD, OMol25).

Geometry (Å):
C -0.34 -0.55 1.96
C -0.92 -1.30 1.03
C 0.15 0.72 1.84
C 0.30 -0.91 -1.27
C 0.39 -0.73 -2.67
N 0.54 3.09 1.93
N 0.28 1.91 1.75
S -1.32 -0.72 -0.61
H -0.14 -0.93 3.09
H -1.06 -2.29 1.08
H 0.86 0.28 -2.69
H 1.18 -1.27 -3.25
H -0.53 -0.75 -3.12
H 0.61 3.45 0.96

Values from the calculation:
Gap between HOMO and LUMO: 0.29858 Ha
Charge: 0
Multiplicity: 1
Energy relative to the best compared isomer or geometry (same formula, charge and spin): 7.487 eV


No. 3
# C5H6N2S

The molecule C5H6N2S (ωB97M-V/def2-TZVPD, OMol25).

Geometry (Å):
S 1.57 -2.87 -0.08
C -0.07 -2.52 -0.12
C -0.80 -1.29 -0.11
C -0.29 0.00 0.01
C 1.07 0.34 0.04
C 1.07 1.70 0.15
N -0.21 2.16 0.17
N -1.08 1.10 -0.06
H -0.73 -3.39 -0.16
H -1.92 -1.42 -0.18
H 1.91 -0.37 -0.10
H 1.93 2.37 0.25
H -0.49 3.05 -0.31
H -1.96 1.15 0.49

Values from the calculation:
Gap between HOMO and LUMO: 0.26521 Ha
Charge: 0
Multiplicity: 1
Energy relative to the best compared isomer or geometry (same formula, charge and spin): 2.528 eV
SMILES string: S=C/C=C1\C=CNN1


No. 4
# C5H6N3OS

The ion C5H6N3OS with charge -1 (ωB97M-V/def2-TZVPD, OMol25).

Geometry (Å):
C 1.69 1.17 -0.36
C 2.31 -0.01 -0.59
C 0.50 1.22 0.62
C 0.90 -1.15 0.69
C -2.94 -1.21 -0.48
N 1.97 -1.17 -0.05
N 0.14 -0.13 1.08
N -1.72 1.18 -0.42
O -0.67 1.86 0.24
S -2.20 -0.08 0.48
H 1.79 2.18 -0.79
H 3.12 -0.23 -1.31
H 0.84 1.85 1.46
H -3.02 -1.19 -1.60
H -3.25 -2.08 -0.01
H 0.57 -2.20 1.03

Values from the calculation:
Gap between HOMO and LUMO: 0.25326 Ha
Charge: -1
Multiplicity: 1
Energy relative to the best compared isomer or geometry (same formula, charge and spin): 2.987 eV


Q: Look up the multiplicity of the third one.
A: 1


Q: Among the records above, which one has the highest gap between HOMO and LUMO?
A: C5H6N2OS3